Record 1
Here is a molecular structure, C54H41AsOP2PtS5 from the Open Molecules 2025 dataset. Energies are from ωB97M-V with the def2-TZVPD basis set.

Positions of all 105 atoms, in Å:
1 Pt -0.4862 -0.0568 0.1868
2 As 1.1368 -0.4661 -1.6633
3 S -3.6839 -4.4037 1.1761
4 S -2.4094 -2.8247 -1.4967
5 S -1.9076 0.9799 2.6198
6 S -3.3294 -4.7493 -0.6651
7 S -2.6264 -1.5784 -0.0190
8 P -1.9269 1.7452 -0.3343
9 P 0.4741 -1.0354 2.1517
10 O -1.7797 1.7743 3.8454
11 C -0.1530 5.6251 1.3293
12 C 3.7843 -1.2251 -1.6415
13 C -2.0556 4.4343 0.4624
14 C 0.6234 4.4778 1.2386
15 C -2.1129 -0.7247 3.2175
16 C 0.9581 2.8337 -5.0175
17 C 3.3839 -0.0496 5.5357
18 C 0.6433 -4.6738 0.2859
19 C -2.8199 0.9212 -4.1980
20 C -4.6581 1.4959 2.6427
21 C 1.7244 -0.6157 3.3918
22 C 3.7082 -3.2259 -3.2197
23 C -4.7404 1.7921 -0.1337
24 C 0.7531 0.5253 -4.3798
25 C -2.0168 -3.1080 4.6331
26 C -2.5413 3.2236 -2.6517
27 C 1.9802 -4.7565 -0.0753
28 C 1.5644 -3.9346 -4.0703
29 C -5.8681 1.7127 1.9970
30 C 1.0159 0.8749 -3.0622
31 C 2.6730 0.9710 4.9221
32 C 3.2788 -1.3532 5.0679
33 C 1.0633 -2.5639 1.3659
34 C 1.7098 -2.0428 -2.6137
35 C 1.8404 0.6945 3.8494
36 C -3.1786 -2.3485 4.6232
37 C 5.1352 -1.2336 -1.3164
38 C 0.0655 3.3137 0.7380
39 C 4.8211 0.6982 0.0960
40 C 2.4525 -1.6428 3.9956
41 C 5.6446 -0.2781 -0.4481
42 C 1.2114 3.1826 -3.6978
43 C 0.9405 -2.9136 -3.3649
44 C 3.4690 0.7140 -0.2196
45 C -2.4420 0.8227 -2.8704
46 C -5.9101 1.8245 0.6146
47 C -1.2696 3.2899 0.3331
48 C -0.9685 -1.5212 3.1587
49 C -3.0539 2.1699 -4.7551
50 C 1.2227 2.2062 -2.7157
51 C -3.2242 -1.1502 3.9285
52 C 3.0996 -2.1945 -2.5153
53 C -1.4877 5.6001 0.9496
54 C 2.8661 -3.7562 0.3001
55 C -2.9102 3.3143 -3.9843
56 C -2.3209 1.9700 -2.0857
57 C 0.1846 -3.5875 1.0121
58 C -0.9173 -2.7039 3.8945
59 C -3.5090 1.3570 1.8858
60 C 2.9620 -0.2383 -1.0859
61 C -3.5257 1.5742 0.5068
62 C 2.9423 -4.0821 -3.9982
63 C 2.4088 -2.6486 0.9942
64 C 0.7238 1.5094 -5.3565
65 H -6.7768 1.8011 2.5764
66 H -0.8485 -3.5394 1.3302
67 H -3.3431 2.2512 -5.7944
68 H -3.0949 4.2860 -4.4224
69 H -2.2398 -0.1460 -2.4348
70 H 0.9759 -4.6077 -4.6792
71 H -1.9671 -4.0153 5.2202
72 H -2.9302 0.0243 -4.7934
73 H 2.3752 -2.6599 3.6365
74 H -2.0887 6.4941 1.0469
75 H -4.7695 1.9461 -1.2047
76 H 1.6569 4.4952 1.5579
77 H 0.2835 6.5419 1.7016
78 H 3.9156 -3.8333 0.0508
79 H -4.6025 1.4631 3.7229
80 H 1.2703 1.4871 3.3774
81 H 6.6937 -0.3021 -0.1856
82 H -0.1364 -2.8041 -3.4019
83 H -6.8579 1.9754 0.1156
84 H 3.4253 -4.8783 -4.5485
85 H 2.8204 1.4664 0.2166
86 H 3.0935 -1.8599 1.2822
87 H 4.0203 0.1691 6.3822
88 H -3.1055 4.4142 0.1945
89 H -0.0149 -3.3009 3.8975
90 H 0.6505 2.4014 0.6632
91 H 0.9406 3.5991 -5.7819
92 H 3.8342 -2.1492 5.5453
93 H 0.5312 1.2433 -6.3874
94 H -2.4336 4.1240 -2.0621
95 H 1.4055 2.4812 -1.6820
96 H 5.7963 -1.9839 -1.7306
97 H 4.7811 -3.3592 -3.1761
98 H -4.0464 -2.6718 5.1818
99 H -4.1234 -0.5552 3.9581
100 H -0.0408 -5.4650 0.0059
101 H 1.4107 4.2137 -3.4369
102 H 0.5851 -0.5127 -4.6400
103 H 5.2309 1.4442 0.7632
104 H 2.3333 -5.6040 -0.6481
105 H 2.7580 1.9850 5.2887

Summary:
E_LUMO (alpha / beta) = -5.538 / -7.864 eV
⟨S²⟩ = 6.02
Charge = +2
2S+1 = 5

Löwdin population analysis, charges in e, atoms 1 to 2: 0.40 1.26

***

Record 2
Here is 4 unconnected molecules or ions with the total composition C22H42BrF7O14S from the Open Molecules 2025 dataset. Energies are from ωB97M-V with the def2-TZVPD basis set.

Positions of all 87 atoms, in Å:
1 Br 1.6474 6.4924 -1.2959
2 S -1.6244 3.5796 -1.6076
3 F -3.8115 7.0609 0.9852
4 F -1.6424 6.2457 -0.8240
5 F -2.3421 4.5156 0.8396
6 F -4.7724 4.0406 -0.4907
7 F -4.0542 5.3706 -2.4184
8 F -4.9673 7.6288 -1.0813
9 F -5.9580 6.1288 0.4967
10 O 1.7493 4.6562 -1.3492
11 O -4.7730 -6.4868 3.6669
12 O 0.1382 -1.2648 0.7096
13 O -2.6150 2.3532 -1.6889
14 O 7.6751 3.1310 -4.5637
15 O -3.3877 -3.7282 4.1338
16 O -1.9699 -2.2912 -1.3518
17 O -1.4239 4.0163 -3.1114
18 O -0.1733 2.9622 -0.9617
19 O 1.4113 -3.0109 -1.5473
20 O 5.5081 4.3498 -2.6753
21 O 0.6508 4.3806 0.8113
22 O -6.6778 -4.3901 4.9857
23 O 7.0814 2.0005 -1.3453
24 C -3.9791 5.2513 -0.9233
25 C -5.0590 -6.2031 5.0423
26 C 2.6030 -3.0197 -2.3171
27 C -3.3097 -2.7562 -1.3451
28 C -4.6389 6.5262 -0.1234
29 C -3.3117 -4.6091 3.0105
30 C 0.7337 4.0216 -0.4950
31 C -8.0454 -4.0217 4.9040
32 C -2.3804 4.9876 -0.5637
33 C -0.3717 -0.6745 -0.4930
34 C 1.6795 -2.9949 -0.1434
35 C 7.5955 1.6790 -0.0627
36 C -6.5129 -5.7811 5.2703
37 C 5.2390 2.9431 -2.6210
38 C -4.6421 -5.3400 2.8169
39 C -1.8455 -1.0070 -0.7364
40 C -2.1112 -3.2419 4.5152
41 C 7.3225 4.4986 -4.3422
42 C 6.8798 4.7054 -2.8920
43 C 0.4041 -2.6714 0.6391
44 C 7.8254 2.8376 -5.9431
45 C 5.6855 2.3049 -1.3030
46 H -8.5281 -4.5415 4.0708
47 H 3.2142 -3.8932 -2.0727
48 H 5.6550 2.4271 -3.4894
49 H -2.2787 -0.2674 -1.4186
50 H 7.0678 0.8197 0.3607
51 H -8.5623 -4.2454 5.8415
52 H 2.4519 -2.2493 0.0808
53 H -7.1767 -6.3747 4.6300
54 H -6.7784 -5.9402 6.3209
55 H -2.2424 -2.5551 5.3567
56 H 5.1438 1.3652 -1.1508
57 H 6.8745 2.9775 -6.4663
58 H 7.5129 2.5421 0.6051
59 H 0.5548 -2.9885 1.6770
60 H 8.2101 5.1082 -4.5434
61 H -2.3928 -0.9933 0.2146
62 H -4.8944 -7.1481 5.5717
63 H -4.6654 -5.7346 1.7949
64 H -3.0968 -4.0013 2.1247
65 H -1.4723 -4.0685 4.8409
66 H 8.1220 1.7890 -6.0410
67 H 0.2542 -0.9246 -1.3529
68 H 2.3280 -3.0650 -3.3744
69 H -2.5044 -5.3372 3.1600
70 H -4.3515 -5.4786 5.4520
71 H -0.2901 0.4075 -0.3400
72 H 8.6537 1.4261 -0.1709
73 H 3.1703 -2.0995 -2.1466
74 H -1.6408 -2.7017 3.6892
75 H 6.5143 4.7916 -5.0242
76 H -5.4988 -4.6701 2.9213
77 H 4.1488 2.8555 -2.6867
78 H -3.9634 -2.0588 -1.8757
79 H 2.0381 -3.9904 0.1389
80 H -3.3399 -3.7246 -1.8535
81 H 6.9381 5.7769 -2.6703
82 H -3.6577 -2.8954 -0.3170
83 H -0.4615 -3.2188 0.2591
84 H 7.5374 4.1955 -2.1841
85 H 5.4771 2.9877 -0.4704
86 H 8.6002 3.4665 -6.3898
87 H -8.1001 -2.9456 4.7180

Summary:
E_LUMO = -2.540 eV
SMILES string = O=C(OBr)OS(=O)(=O)C(F)(F)C(F)(F)C(F)(F)F.COCCOCCOC.COCCOCCOC.COCCOCCOC

Löwdin population analysis, charges in e, atoms 1 to 2: 0.88 0.94

***

Record 3
Here is 2 unconnected molecules or ions with the total composition C3H6FNOS from the Open Molecules 2025 dataset. Energies are from ωB97M-V with the def2-TZVPD basis set.

Positions of all 13 atoms, in Å:
1 S 0.9492 1.0928 0.4218
2 F 4.0818 -0.7500 -0.4736
3 O 2.9948 -2.3062 0.6734
4 N -0.5092 0.5677 0.1622
5 C -0.9688 0.6796 -1.3798
6 C -1.4658 0.0193 1.0786
7 C 3.0728 -1.1697 0.3292
8 H -0.0012 0.8353 -1.9344
9 H -2.2485 0.7071 1.4540
10 H -0.8743 -0.0759 1.9656
11 H -1.4274 -0.1814 -1.7764
12 H -1.6798 1.5369 -1.4160
13 H -1.9237 -0.9557 0.8955

Summary:
E_LUMO (alpha / beta) = -0.619 / -1.323 eV

natural (NBO) population analysis, charges in e, atoms 1 to 2: 0.20 -0.34

***

Strongest force on any atom in eV/Å, matching the order above: 1.12; 10.74; 5.59
ΔE to the lowest compared entry with this formula, charge and spin in kcal per mole, matching the order above: 0.0; 141.8; 93.2